{"formula": "C12H37BN17O11", "method": "ωB97M-V/def2-TZVPD", "elements": ["O", "B", "O", "O", "C", "N", "N", "C", "C", "C", "C", "O", "N", "H", "H", "H", "H", "H", "H", "H", "H", "H", "C", "O", "N", "N", "H", "H", "H", "H", "C", "O", "N", "N", "H", "H", "H", "H", "C", "O", "N", "N", "H", "H", "H", "H", "C", "O", "N", "N", "H", "H", "H", "H", "C", "O", "N", "N", "H", "H", "H", "H", "C", "O", "N", "N", "H", "H", "H", "H", "C", "O", "N", "N", "H", "H", "H", "H"], "xyz": [[-2.389, 0.448, 1.858], [-2.212, -0.626, 1.013], [-2.393, -1.891, 1.395], [-1.838, -0.363, -0.339], [-2.486, 0.662, -0.865], [-3.691, 0.611, -1.362], [-3.929, 1.887, -1.778], [-2.899, 2.673, -1.536], [-2.709, 4.124, -1.778], [-2.479, 4.753, -0.421], [-3.126, 6.067, -0.237], [-3.576, 4.736, 0.377], [-1.963, 1.926, -0.963], [-1.560, 0.863, 2.117], [-2.973, -1.954, 2.160], [-4.790, 2.183, -2.205], [-1.814, 4.291, -2.366], [-3.591, 4.594, -2.185], [-1.508, 4.617, 0.027], [-3.930, 6.304, -0.903], [-2.958, 6.570, 0.693], [-1.034, 2.258, -0.659], [-5.624, -2.988, -2.707], [-5.808, -4.115, -3.118], [-4.382, -2.515, -2.373], [-6.649, -2.090, -2.540], [-4.213, -1.585, -2.036], [-3.612, -3.148, -2.478], [-7.573, -2.401, -2.772], [-6.518, -1.159, -2.197], [1.662, 1.810, -0.376], [0.601, 2.346, -0.742], [2.511, 2.419, 0.468], [2.015, 0.574, -0.798], [3.357, 1.989, 0.796], [2.262, 3.327, 0.810], [1.395, 0.100, -1.429], [2.856, 0.110, -0.505], [-4.257, 9.851, -0.450], [-4.020, 8.689, -0.753], [-3.277, 10.715, -0.056], [-5.519, 10.369, -0.483], [-3.448, 11.670, 0.195], [-2.339, 10.364, -0.025], [-6.260, 9.758, -0.769], [-5.736, 11.316, -0.240], [1.957, 0.405, 3.565], [2.835, 0.472, 2.717], [0.948, -0.512, 3.494], [1.927, 1.233, 4.647], [0.236, -0.607, 4.192], [0.974, -1.161, 2.730], [2.669, 1.902, 4.734], [1.228, 1.184, 5.362], [4.553, -2.503, 3.568], [3.645, -2.218, 4.339], [5.389, -3.568, 3.799], [4.806, -1.807, 2.430], [6.137, -3.825, 3.184], [5.231, -4.103, 4.630], [4.203, -1.032, 2.227], [5.532, -2.045, 1.782], [5.011, -4.073, -0.867], [4.786, -3.052, -0.225], [4.644, -5.305, -0.429], [5.648, -4.048, -2.076], [4.799, -6.154, -0.946], [4.164, -5.354, 0.449], [5.933, -3.155, -2.429], [5.832, -4.870, -2.619], [3.631, -8.978, -2.010], [3.542, -7.763, -2.121], [4.800, -9.652, -2.231], [2.565, -9.754, -1.659], [4.891, -10.646, -2.147], [5.600, -9.112, -2.498], [1.694, -9.288, -1.494], [2.611, -10.750, -1.565]], "orbital_gap_ev": 8.74, "total_charge": 1, "largest_force_ha_per_bohr": 0.0609, "molar_mass_g_mol": 606.3, "multiplicity": 1}


{"formula": "C12H20Br4CaClMgNO11S", "method": "ωB97M-V/def2-TZVPD", "elements": ["O", "C", "O", "C", "C", "Cl", "C", "O", "O", "O", "H", "H", "Ca", "C", "Br", "Br", "Br", "H", "O", "S", "O", "O", "O", "C", "N", "O", "O", "H", "H", "H", "Mg", "C", "C", "C", "C", "C", "C", "H", "H", "H", "H", "H", "H", "H", "H", "H", "H", "H", "H", "H", "H", "Br"], "xyz": [[-3.258, -0.064, 3.231], [-1.931, 0.082, 3.302], [-1.356, 1.220, 4.037], [-0.355, 1.746, 3.074], [0.135, 0.372, 2.325], [1.901, 0.180, 2.913], [0.269, 0.621, 0.705], [1.336, 0.090, 0.059], [-0.697, 1.355, -0.131], [-0.813, -0.702, 2.756], [0.443, 2.253, 3.790], [-0.727, 2.503, 2.245], [-2.257, -1.638, 1.329], [-6.763, -2.341, -1.426], [-6.147, -2.677, -3.240], [-7.843, -3.808, -0.744], [-5.291, -1.910, -0.230], [-7.411, -1.459, -1.466], [-5.195, 2.307, -5.185], [-5.192, 0.848, -4.970], [-5.654, 0.552, -3.602], [-3.825, 0.327, -5.151], [-6.095, 0.206, -5.943], [-7.208, 3.804, -1.104], [-7.458, 2.570, -1.896], [-7.205, 2.612, -3.106], [-7.902, 1.593, -1.282], [-6.820, 4.578, -1.769], [-8.158, 4.112, -0.665], [-6.475, 3.557, -0.332], [-6.872, 1.773, 0.538], [6.985, -1.772, -1.703], [7.283, -1.812, -0.212], [6.166, -2.461, 0.608], [4.813, -1.741, 0.556], [4.836, -0.278, 1.006], [5.247, -0.105, 2.460], [6.098, -1.172, -1.923], [7.827, -1.327, -2.244], [6.826, -2.782, -2.097], [7.486, -0.798, 0.148], [8.205, -2.383, -0.058], [6.498, -2.542, 1.649], [6.021, -3.491, 0.257], [4.102, -2.294, 1.182], [4.413, -1.788, -0.464], [3.830, 0.140, 0.878], [5.497, 0.311, 0.363], [4.568, -0.648, 3.124], [5.218, 0.954, 2.736], [6.264, -0.466, 2.638], [6.645, 1.790, 3.037]], "orbital_gap_ev": 1.05, "total_charge": 0, "largest_force_ha_per_bohr": 0.1730, "molar_mass_g_mol": 805.8, "multiplicity": 1}


{"formula": "CH5NOS2", "method": "ωB97M-V/def2-TZVPD", "elements": ["C", "S", "N", "S", "O", "H", "H", "H", "H", "H"], "xyz": [[1.654, -0.130, -0.409], [0.440, -1.474, -0.251], [-0.687, -0.674, 0.731], [-2.282, -0.163, -0.029], [-2.190, 1.452, 0.215], [2.597, -0.592, -0.672], [1.728, 0.365, 0.551], [1.351, 0.568, -1.181], [-0.925, -1.240, 1.534], [-1.685, 1.887, -0.488]], "orbital_gap_ev": 9.29, "total_charge": 0, "largest_force_ha_per_bohr": 0.0502, "molar_mass_g_mol": 111.2, "relative_energy_ev": 1.6292, "multiplicity": 1}


{"formula": "C5H11N", "method": "ωB97M-V/def2-TZVPD", "elements": ["C", "C", "C", "C", "N", "C", "H", "H", "H", "H", "H", "H", "H", "H", "H", "H", "H"], "xyz": [[2.328, -0.439, 0.415], [1.252, -0.528, -0.681], [-0.101, -0.239, -0.062], [-0.466, 1.174, 0.181], [-1.241, 0.373, -0.756], [-2.523, 0.010, -0.146], [2.260, 0.512, 0.959], [2.218, -1.242, 1.153], [3.338, -0.510, -0.002], [1.467, 0.206, -1.467], [1.285, -1.521, -1.145], [-0.423, -0.990, 0.658], [0.153, 1.936, -0.290], [-0.943, 1.477, 1.112], [-3.083, -0.693, -0.768], [-3.126, 0.915, -0.015], [-2.397, -0.441, 0.856]], "orbital_gap_ev": 10.30, "total_charge": 0, "largest_force_ha_per_bohr": 0.0070, "molar_mass_g_mol": 85.1, "relative_energy_ev": 1.3405, "multiplicity": 1}


{"formula": "C3H3O3", "method": "ωB97M-V/def2-TZVPD", "elements": ["C", "C", "C", "O", "O", "O", "H", "H", "H"], "xyz": [[-1.011, 0.052, -1.149], [-2.779, -0.861, -0.577], [0.245, -0.005, -0.289], [-3.615, 0.008, -0.510], [-1.016, 0.529, -2.289], [-2.550, -2.038, -0.602], [0.088, -0.518, 0.674], [0.604, 0.931, -0.043], [0.916, -0.493, -0.831]], "orbital_gap_ev": 6.75, "total_charge": -1, "largest_force_ha_per_bohr": 0.0892, "molar_mass_g_mol": 87.1, "relative_energy_ev": 1.5483, "multiplicity": 1}


{"formula": "C5H11O", "method": "ωB97M-V/def2-TZVPD", "elements": ["C", "C", "C", "C", "C", "H", "H", "H", "H", "H", "H", "H", "H", "H", "H", "O", "H"], "xyz": [[-2.454, -0.457, -0.059], [-1.086, -0.579, 0.516], [-0.107, 0.334, -0.358], [1.427, 0.428, 0.208], [2.131, -0.745, -0.128], [-3.100, -1.106, 0.540], [-2.887, 0.569, -0.075], [-2.504, -0.782, -1.112], [-1.085, -0.224, 1.547], [-0.655, -1.556, 0.392], [-0.202, 0.042, -1.426], [-0.456, 1.373, -0.263], [1.422, 0.906, 1.172], [3.106, -0.897, 0.278], [1.695, -1.597, -0.689], [2.061, 1.792, -0.214], [2.693, 2.499, -0.329]], "orbital_gap_ev": [9.85, 8.93], "total_charge": 0, "largest_force_ha_per_bohr": 0.0691, "molar_mass_g_mol": 87.1, "s2": 0.756, "relative_energy_ev": 2.5345, "multiplicity": 2}